(1)
{
  "formula": "C4H6FN4O2",
  "method": "ωB97M-V with the def2-TZVPD basis set",
  "charge": 1,
  "lumo_ev": -4.88,
  "homo_ev": -14.2,
  "largest_force_ha_per_bohr": 0.0469,
  "smiles": "[H]/N=C(\\F)N/C=C\\C(=[NH2+])[N+](=O)[O-]",
  "elements": ["F", "O", "O", "N", "N", "N", "N", "C", "C", "C", "C", "H", "H", "H", "H", "H", "H"],
  "xyz": [[1.3134, -2.9736, -1.0731], [0.7712, -0.0340, 3.0637], [2.0780, 0.3238, 1.4188], [0.3067, -1.6332, 0.4221], [-1.2785, 0.3575, 1.5203], [1.0054, 0.2304, 1.9264], [1.4694, -0.7511, -1.2811], [0.9619, 0.5056, -1.2466], [0.1094, 0.9685, -0.3060], [0.9865, -1.7901, -0.6128], [-0.1583, 0.2611, 0.8902], [-0.0478, -2.3365, 1.0629], [1.8986, -0.9882, -2.1668], [-0.5259, 1.7820, -0.3913], [-2.0546, 0.6509, 0.9352], [1.4818, 1.0473, -1.9840], [-1.2692, 0.1821, 2.5444]],
  "forces_ev_per_a": [[0.14, 0.21, -0.27], [-0.94, 0.10, 1.09], [1.20, 0.51, -0.17], [-1.13, 1.41, 1.44], [-0.98, 0.03, 0.52], [0.35, -0.87, -1.40], [0.85, -0.66, -1.67], [-0.33, 0.56, 1.55], [0.99, -1.71, -1.38], [-0.06, -1.42, 0.91], [1.11, -0.99, 1.61], [0.17, -0.33, -0.65], [0.31, -0.10, 0.15], [-0.38, 1.99, -0.61], [-0.37, -0.25, 0.89], [-0.47, 1.30, -1.04], [-0.45, 0.24, -0.96]],
  "nbo_charge": [-0.2549, -0.3335, -0.3228, -0.6709, -0.7377, 0.5136, -0.5705, 0.1543, -0.4061, 0.8531, 0.4835, 0.4418, 0.4429, 0.2654, 0.4352, 0.2454, 0.4613]
}

***

(2)
{
  "formula": "C4H6FNO",
  "method": "ωB97M-V with the def2-TZVPD basis set",
  "lumo_ev": 0.75,
  "homo_ev": -9.4,
  "largest_force_ha_per_bohr": 0.0882,
  "elements": ["F", "O", "N", "C", "C", "C", "C", "H", "H", "H", "H", "H", "H"],
  "xyz": [[-2.9232, 0.4731, -1.0066], [0.3586, 0.3359, 0.6158], [-1.9793, 2.6869, 1.3941], [1.0719, 1.5118, 0.3124], [-1.7945, 1.2168, -0.6571], [-2.0079, 1.9805, 0.5076], [-0.3843, -0.1779, -0.4036], [1.9115, 1.6132, 1.0339], [0.3373, 2.3458, 0.4514], [0.0543, -0.2193, -1.3904], [-1.3321, 1.7977, -1.5093], [1.3031, 1.4958, -0.7067], [-1.0365, -1.0374, -0.1770]],
  "forces_ev_per_a": [[0.47, 0.72, -0.19], [0.23, -1.99, 0.32], [-0.23, 1.14, 1.80], [-1.35, 0.98, 1.76], [2.21, -3.32, -2.01], [0.21, -0.46, -0.89], [-3.13, 3.23, 0.57], [-0.51, -0.10, -0.82], [1.01, -0.28, 0.04], [0.38, 0.06, -0.19], [-1.18, -0.46, 0.85], [1.18, 0.09, -1.58], [0.72, 0.40, 0.34]],
  "nbo_charge": [-0.3489, -0.5132, -0.2836, -0.2540, 0.0291, 0.2024, 0.0191, 0.2109, 0.1889, 0.1666, 0.2043, 0.1673, 0.2110]
}

***

(3)
{
  "formula": "C4H6FNO",
  "method": "ωB97M-V with the def2-TZVPD basis set",
  "lumo_ev": [-0.11, 0.15],
  "homo_ev": [-7.3, -9.1],
  "largest_force_ha_per_bohr": 0.0518,
  "elements": ["F", "O", "N", "C", "C", "C", "C", "H", "H", "H", "H", "H", "H"],
  "xyz": [[-0.6299, -1.9054, 0.0526], [3.1163, 0.5023, 0.1663], [0.9121, 1.0649, -0.2043], [-1.4989, 1.1040, 0.1025], [-0.3088, 1.1308, -0.7395], [2.0088, 0.5838, -0.1950], [0.6455, -2.0226, 0.3605], [-1.9348, 2.1160, 0.4920], [0.7489, -1.8838, 1.3695], [-0.4506, 1.0738, -1.8227], [-1.3758, 0.4696, 0.9839], [1.0650, -2.8573, -0.0905], [-2.2976, 0.6240, -0.4753]],
  "forces_ev_per_a": [[-1.43, 0.44, -0.81], [1.20, -0.83, -0.62], [-1.63, -0.09, -0.76], [-1.79, 0.89, 1.03], [-0.17, 0.14, -0.88], [0.76, 0.79, 1.55], [-0.46, 0.19, -0.62], [0.95, -1.46, -0.79], [0.87, 0.64, 2.43], [0.40, 0.14, 0.34], [0.22, 0.15, 0.05], [1.13, -1.26, -1.02], [-0.04, 0.27, 0.09]],
  "nbo_charge": [-0.3356, -0.5127, -0.5191, -0.6764, 0.0461, 0.8108, 0.0876, 0.2214, 0.1225, 0.1794, 0.2248, 0.1257, 0.2255]
}

***

(4)
{
  "formula": "C4H6FNO",
  "method": "ωB97M-V with the def2-TZVPD basis set",
  "lumo_ev": 0.96,
  "homo_ev": -9.8,
  "largest_force_ha_per_bohr": 0.1345,
  "smiles": "O=CNC1(F)CC1",
  "elements": ["F", "O", "N", "C", "C", "C", "C", "H", "H", "H", "H", "H", "H"],
  "xyz": [[-1.9818, -0.6050, -0.5450], [1.3154, 1.9281, -0.0898], [-0.9372, 1.5368, -0.0571], [-0.9376, -0.1348, 0.1544], [0.1515, 2.2732, -0.2928], [0.3761, -0.8192, 0.3484], [-0.5227, -0.8318, 1.4751], [-1.1277, -1.6712, 1.5725], [-1.7901, 1.7938, -0.4005], [0.5117, -1.7794, -0.0455], [-0.3576, -0.2546, 2.4066], [-0.2742, 3.2244, -0.5101], [1.2865, -0.2323, 0.4759]],
  "forces_ev_per_a": [[0.17, -0.24, -0.22], [-1.27, 1.02, -0.63], [1.75, -6.47, 1.72], [1.70, 3.74, 1.31], [1.11, -1.45, 1.31], [1.28, 0.56, -0.85], [-1.88, 2.91, 1.09], [-0.82, -1.55, 0.51], [-2.50, 1.07, -0.97], [0.29, -1.10, -1.10], [-0.05, -0.33, -0.86], [0.71, 1.83, -0.77], [-0.49, -0.01, -0.53]],
  "nbo_charge": [-0.3248, -0.6220, -0.6124, 0.5169, 0.5175, -0.4762, -0.4455, 0.2176, 0.3866, 0.2240, 0.2298, 0.1106, 0.2778]
}

***

(5)
{
  "formula": "C4H6FNO2",
  "method": "ωB97M-V with the def2-TZVPD basis set",
  "lumo_ev": 0.58,
  "homo_ev": -10.2,
  "largest_force_ha_per_bohr": 0.0892,
  "smiles": "O=C1NC[C@H](CF)O1",
  "elements": ["F", "O", "O", "N", "C", "C", "C", "C", "H", "H", "H", "H", "H", "H"],
  "xyz": [[-1.5079, -2.0264, -1.2226], [0.7209, 2.7840, -0.0333], [-0.7913, 1.1598, 0.1982], [1.4709, 0.6469, 0.5981], [-1.0005, -0.6737, -1.2374], [0.6561, -0.7028, 0.7082], [-0.6407, -0.2779, 0.1887], [0.4721, 1.6285, 0.3209], [-1.8142, 0.1376, -1.6270], [1.0283, -1.5279, 0.1715], [-0.0742, -0.4818, -1.8733], [-1.4120, -0.7798, 0.8051], [2.3181, 0.9445, 1.2425], [0.5744, -0.8311, 1.7603]],
  "forces_ev_per_a": [[1.05, 2.07, -0.45], [-0.41, -2.08, 1.57], [1.44, -1.51, 1.02], [-0.94, -0.42, 0.69], [-0.80, 1.51, -1.06], [2.28, 3.73, 1.41], [-3.71, -0.64, -0.78], [2.45, 3.10, -1.88], [1.60, -2.48, 0.90], [0.93, -0.86, -0.50], [-1.21, -1.11, 0.30], [0.03, 0.70, -0.11], [-2.71, -1.02, -1.90], [0.02, -0.97, 0.80]],
  "nbo_charge": [-0.3722, -0.6013, -0.4622, -0.6780, 0.0259, -0.2317, 0.0136, 0.8517, 0.2021, 0.2225, 0.1806, 0.2068, 0.4377, 0.2045]
}

***

So what do the calculations give for energy relative to the best compared isomer or geometry (same formula, charge and spin)? Going down the list: 77.3, 278.5, 411.4, 196.7, 136.3 kJ/mol.